# 1
Entry from the Open Molecules 2025 dataset: a 16-piece molecular cluster, C64H96O48 overall in a non-equilibrium geometry (ωB97M-V with the def2-TZVPD basis set).

Its LUMO energy is -0.03472 Eh. The total charge is 0. For the energy above the lowest of the compared OMol25 structures with the same formula, charge and spin, the calculation gives 7.9472 eV. Its multiplicity is 1. The HOMO-LUMO gap is 9.35 eV.

Geometry (Å):
C 7.398 1.619 -0.712
C 6.887 0.937 0.506
C 6.343 1.876 1.526
O 5.097 1.302 1.997
C 4.921 0.159 1.225
O 4.128 -0.754 1.482
O 5.769 0.141 0.203
H 8.259 2.256 -0.510
H 6.716 2.337 -1.169
H 7.700 1.000 -1.557
H 7.604 0.211 0.889
H 6.243 2.934 1.282
H 6.969 1.791 2.415
C -3.665 4.810 -4.325
C -2.177 4.636 -4.270
C -1.211 5.642 -4.852
O -0.291 5.966 -3.796
C -0.704 5.451 -2.687
O -0.221 5.682 -1.565
O -1.635 4.558 -2.951
H -4.099 4.888 -5.322
H -4.016 5.756 -3.914
H -4.238 4.025 -3.831
H -1.937 3.675 -4.723
H -1.772 6.550 -5.071
H -0.723 5.259 -5.749
C 0.138 2.560 4.091
C 0.762 1.510 5.007
C -0.324 0.579 5.485
O 0.216 -0.704 5.363
C 1.321 -0.741 4.577
O 2.098 -1.602 4.226
O 1.542 0.576 4.300
H -0.945 2.655 4.018
H 0.324 2.395 3.030
H 0.541 3.522 4.409
H 1.483 1.985 5.673
H -1.274 0.588 4.951
H -0.595 0.759 6.525
C -3.510 2.294 3.323
C -4.645 1.465 3.640
C -4.471 0.650 4.850
O -5.554 0.818 5.715
C -6.383 1.785 5.172
O -7.386 2.230 5.756
O -5.832 2.226 4.045
H -3.304 2.962 4.160
H -3.513 2.866 2.395
H -2.608 1.688 3.236
H -4.968 0.869 2.787
H -3.538 0.940 5.334
H -4.432 -0.407 4.589
C -3.719 -0.388 -4.612
C -4.201 -1.609 -5.420
C -5.615 -2.038 -4.972
O -6.354 -1.581 -6.088
C -5.620 -1.178 -7.110
O -6.034 -0.681 -8.128
O -4.399 -1.298 -6.738
H -4.195 0.517 -4.989
H -2.663 -0.241 -4.837
H -3.786 -0.447 -3.526
H -3.465 -2.360 -5.136
H -6.018 -1.598 -4.059
H -5.881 -3.094 -5.010
C -2.733 -2.142 10.613
C -2.574 -1.119 9.406
C -1.200 -0.818 8.860
O -1.174 -1.436 7.625
C -2.368 -1.780 7.218
O -2.605 -2.114 6.031
O -3.190 -1.673 8.254
H -3.762 -2.450 10.801
H -2.386 -1.684 11.539
H -2.093 -2.970 10.308
H -3.243 -0.269 9.542
H -0.320 -1.291 9.296
H -1.035 0.258 8.803
C 1.520 0.395 -6.034
C 0.639 1.595 -6.627
C 0.018 1.259 -7.946
O -1.433 1.404 -7.849
C -1.718 1.863 -6.666
O -2.902 2.236 -6.244
O -0.614 1.796 -5.879
H 2.183 0.926 -5.351
H 2.080 0.047 -6.902
H 1.041 -0.469 -5.574
H 1.249 2.498 -6.663
H 0.262 0.244 -8.258
H 0.537 1.837 -8.711
C 5.029 -4.796 0.629
C 4.417 -6.015 -0.127
C 3.616 -5.824 -1.348
O 4.442 -6.221 -2.419
C 5.490 -7.019 -1.948
O 6.070 -7.765 -2.638
O 5.500 -6.860 -0.577
H 5.537 -4.189 -0.120
H 5.682 -4.942 1.490
H 4.234 -4.103 0.902
H 3.782 -6.449 0.645
H 3.478 -4.765 -1.565
H 2.614 -6.248 -1.274
C -5.620 0.607 -1.018
C -7.112 0.558 -0.666
C -7.702 -0.823 -0.261
O -7.917 -0.656 1.063
C -7.872 0.619 1.435
O -8.313 1.129 2.506
O -7.360 1.341 0.435
H -5.483 1.115 -1.973
H -5.371 -0.453 -1.063
H -4.925 1.061 -0.311
H -7.597 0.887 -1.585
H -6.950 -1.586 -0.462
H -8.636 -0.946 -0.809
C -0.701 -2.706 -6.353
C -0.042 -3.698 -5.408
C 0.642 -3.189 -4.112
O -0.556 -3.033 -3.339
C -1.342 -4.071 -3.585
O -2.256 -4.439 -2.837
O -1.110 -4.474 -4.865
H 0.081 -2.319 -7.006
H -1.203 -1.926 -5.781
H -1.382 -3.072 -7.122
H 0.620 -4.327 -6.003
H 1.175 -2.241 -4.046
H 1.286 -3.923 -3.628
C -0.516 0.993 -2.264
C -0.213 -0.102 -1.176
C 0.895 0.368 -0.260
O 0.402 0.194 1.055
C -0.796 -0.308 1.017
O -1.361 -0.700 2.028
O -1.296 -0.240 -0.315
H -1.152 1.770 -1.841
H -1.067 0.630 -3.132
H 0.412 1.444 -2.615
H 0.145 -1.056 -1.563
H 1.044 1.416 -0.521
H 1.826 -0.187 -0.373
C 3.104 6.059 0.493
C 3.375 6.343 1.959
C 3.319 5.080 2.793
O 4.602 4.943 3.427
C 5.330 5.965 3.085
O 6.368 6.289 3.576
O 4.682 6.721 2.197
H 2.022 6.109 0.372
H 3.387 5.060 0.163
H 3.561 6.836 -0.121
H 2.800 7.188 2.338
H 3.207 4.221 2.130
H 2.625 5.350 3.589
C 2.792 3.934 -3.023
C 4.058 4.733 -3.540
C 3.924 6.026 -4.311
O 4.920 6.826 -3.666
C 5.483 6.188 -2.635
O 6.407 6.533 -1.894
O 4.813 5.032 -2.477
H 2.024 4.344 -3.679
H 2.672 4.344 -2.021
H 2.723 2.866 -3.225
H 4.720 4.156 -4.184
H 2.850 6.189 -4.227
H 4.125 5.588 -5.289
C -3.619 -3.796 0.972
C -4.233 -4.627 2.124
C -4.889 -3.783 3.203
O -6.271 -4.219 3.215
C -6.465 -5.137 2.321
O -7.396 -5.837 2.233
O -5.277 -5.287 1.633
H -4.268 -3.025 0.555
H -3.495 -4.259 -0.007
H -2.639 -3.472 1.320
H -3.618 -5.414 2.562
H -4.896 -2.713 2.995
H -4.468 -4.096 4.158
C 5.966 0.440 -3.929
C 5.310 -0.862 -3.552
C 6.102 -1.774 -2.665
O 5.162 -2.328 -1.809
C 3.988 -1.718 -1.993
O 2.931 -2.072 -1.457
O 4.153 -0.629 -2.832
H 5.265 1.072 -4.474
H 6.762 0.229 -4.643
H 6.180 0.965 -2.998
H 5.127 -1.441 -4.457
H 6.881 -1.209 -2.153
H 6.695 -2.521 -3.191
C 1.619 -3.878 7.983
C 0.826 -4.802 7.000
C 0.397 -4.286 5.678
O 0.656 -5.344 4.798
C 1.308 -6.292 5.426
O 1.761 -7.275 4.909
O 1.510 -5.974 6.730
H 2.641 -3.581 7.750
H 1.543 -4.351 8.962
H 1.145 -2.902 8.090
H -0.109 -5.140 7.446
H 1.136 -3.503 5.508
H -0.605 -3.858 5.720

Atom charges from the Löwdin analysis, given in e for atoms 1 to 8: C -0.02; C -0.33; C -0.08; O 0.06; C -0.49; O 0.13; O 0.08; H 0.10

***

# 2
Entry from the Open Molecules 2025 dataset: an isolated ion of composition C5H9N2O2S and charge -1 in a non-equilibrium geometry (ωB97M-V with the def2-TZVPD basis set).

Its LUMO energy is 0.12659 Eh. The total charge is -1. For the energy above the lowest of the compared OMol25 structures with the same formula, charge and spin, the calculation gives 2.3755 eV. Its multiplicity is 1. As for the SMILES: O=C([O-])[C@H]1CCCN1NS. The HOMO-LUMO gap is 7.66 eV.

Geometry (Å):
C -0.568 1.697 -0.109
C 1.252 -0.309 0.997
C 1.561 0.562 -0.201
C 0.311 -1.386 0.419
C 0.256 0.645 -0.895
N -0.274 -0.820 -0.747
N -1.661 -0.868 -1.114
O -0.416 2.895 -0.452
O -1.246 1.362 0.928
S -2.820 -0.908 0.220
H 2.090 -0.376 1.806
H 0.634 0.261 1.663
H 1.959 1.622 0.131
H 2.408 0.212 -0.838
H 0.887 -2.309 -0.021
H -0.332 -1.746 1.205
H 0.293 0.951 -2.033
H -1.927 -1.806 -1.597
H -2.410 0.320 0.637

Atom charges from the Löwdin analysis, given in e for atoms 1 to 8: C -0.65; C -0.19; C -0.21; C -0.24; C -0.22; N -0.21; N -0.40; O -0.06

***

# 3
Entry from the Open Molecules 2025 dataset: one molecule with the formula C3H9NS2 in a non-equilibrium geometry (ωB97M-V with the def2-TZVPD basis set).

Its LUMO energy is 0.02815 Eh. The total charge is 0. For the energy above the lowest of the compared OMol25 structures with the same formula, charge and spin, the calculation gives 0.8008 eV. Its multiplicity is 1. As for the SMILES: CSSCCN. The HOMO-LUMO gap is 9.03 eV.

Geometry (Å):
N 1.424 -0.557 -2.054
C 0.359 -0.244 -1.109
C 0.231 -1.181 0.082
S 0.886 -0.648 1.764
S 0.395 1.346 1.869
C -1.362 1.333 1.599
H 1.452 -0.103 -2.941
H 2.226 -0.963 -1.618
H 0.477 0.771 -0.710
H -0.556 -0.251 -1.721
H -0.803 -1.295 0.367
H 0.735 -2.110 -0.171
H -1.836 2.215 1.164
H -1.709 0.531 0.950
H -1.920 1.157 2.528

Atom charges from the Löwdin analysis, given in e for atoms 1 to 8: N -0.01; C -0.36; C -0.50; S 0.46; S 0.43; C -0.50; H 0.06; H 0.06

***

# 4
Entry from the Open Molecules 2025 dataset: a 2-piece molecular cluster, C9H14 overall in a non-equilibrium geometry (ωB97M-V with the def2-TZVPD basis set).

Its LUMO energy is 0.03643 Eh. The total charge is 0. For the energy above the lowest of the compared OMol25 structures with the same formula, charge and spin, the calculation gives 1.5179 eV. Its multiplicity is 1. As for the SMILES: Cc1ccccc1.CC. The HOMO-LUMO gap is 9.88 eV.

Geometry (Å):
C -0.814 1.884 2.247
C 1.617 0.545 -0.394
C 1.386 1.300 -1.484
C 1.094 0.685 0.847
C -0.049 1.620 0.988
C 0.305 2.235 -1.352
C -0.324 2.410 -0.097
H 2.379 -0.336 -0.394
H 1.857 1.283 -2.470
H 1.294 -0.032 1.789
H 0.006 2.991 -2.108
H -0.187 1.865 3.184
H -1.491 1.006 2.262
H -1.146 3.121 0.017
H -1.489 2.737 2.291
C -0.210 -3.031 -0.015
C -0.847 -2.761 -1.344
H -0.844 -3.724 0.578
H 0.781 -3.444 -0.029
H -0.122 -2.083 0.555
H -0.381 -3.312 -2.209
H -1.851 -3.268 -1.417
H -0.964 -1.689 -1.447

Atom charges from the Löwdin analysis, given in e for atoms 1 to 8: C -0.07; C -0.19; C -0.10; C -0.06; C -0.28; C -0.06; C -0.09; H 0.14